# 1
Molecular formula: C4H8O2
Method: DFT, ωB97M-V/def2-TZVPD

```
14
Properties=species:S:1:pos:R:3:forces:R:3
O 0.191 1.342 0.879 -0.533 -0.295 0.084
O 0.142 -1.304 -1.148 -0.220 -0.237 -0.430
C -0.906 -1.363 -0.367 -0.335 -0.013 0.208
C -0.845 -0.826 1.014 0.057 -0.063 0.107
C -0.826 0.681 0.863 0.323 0.235 -0.005
C 1.321 -0.819 -0.916 0.570 0.237 0.184
H 1.120 3.007 -0.524 0.056 0.075 -0.055
H 1.536 -0.295 0.005 -0.022 -0.082 -0.155
H -1.727 -1.153 1.572 0.115 0.084 -0.107
H 2.013 -0.934 -1.736 -0.080 0.006 0.108
H -1.766 -1.817 -0.835 0.101 0.053 0.079
H 0.069 -1.151 1.537 -0.107 0.035 -0.056
H 1.482 3.487 -0.964 -0.022 -0.019 0.010
H -1.803 1.144 0.618 0.097 -0.017 0.028
```
Forces are in eV/Å.

energy relative to the best compared isomer or geometry (same formula, charge and spin) = 5.311 eV
spin multiplicity = 1
E_LUMO (alpha / beta) = 0.41 / 0.71 eV
total energy = -307.5173 a.u.
highest occupied orbital energy (alpha / beta) = -7.52 / -7.46 eV

=====

# 2
Molecular formula: C4H8O2
Method: DFT, ωB97M-V/def2-TZVPD

```
14
Properties=species:S:1:pos:R:3:forces:R:3
O -0.476 -0.166 1.489 0.632 -0.082 0.308
O -0.802 1.200 -0.833 -0.133 0.373 -0.155
C 1.692 0.463 -0.087 -0.335 -0.452 -1.926
C -0.552 -0.154 -0.562 0.491 -0.749 -1.647
C -1.495 -0.636 0.575 0.147 -0.035 -0.484
C 0.572 -0.368 0.424 -0.958 -0.115 0.009
H 1.295 -0.012 -1.383 2.965 1.887 3.298
H 1.516 1.544 -0.073 -0.014 -0.390 -0.239
H -1.205 1.639 -0.070 0.215 -0.290 -0.047
H -1.666 -1.721 0.634 0.184 0.205 0.050
H -2.453 -0.103 0.702 0.418 -0.121 -0.110
H 0.919 -1.412 0.491 -0.390 0.154 -0.052
H 2.705 0.233 0.301 -0.614 -0.097 -0.659
H -0.049 -0.506 -1.608 -2.606 -0.287 1.653
```
Forces are in eV/Å.

energy relative to the best compared isomer or geometry (same formula, charge and spin) = 4.870 eV
spin multiplicity = 1
E_LUMO = 0.90 eV
total energy = -307.5335 a.u.
highest occupied orbital energy = -10.07 eV

=====

> Which of these has the lowest energy relative to the best compared isomer or geometry (same formula, charge and spin)?

number 2